Formula: C48H36AuCl4N6
Source: OMol25
Level of theory: the ωB97M-V functional and the def2-TZVPD basis

The geometry in XYZ format:
```
95
Properties=species:S:1:pos:R:3:forces:R:3
Au -0.035379 0.949369 -0.037471 -0.1106 0.4673 -0.0670
Cl -7.062689 4.092447 -4.790094 -0.0827 0.0966 -0.0306
C -5.804051 3.262405 -3.966390 0.2315 -0.1317 0.1703
C -6.093243 2.505215 -2.837415 -0.1307 0.1118 -0.0989
C -5.089455 1.810919 -2.197632 0.2572 -0.1155 -0.0618
C -3.767841 1.820457 -2.680091 -0.5567 0.1535 -0.4567
C -3.493370 2.673790 -3.766505 0.0442 -0.1736 0.2167
C -4.491299 3.377921 -4.404758 -0.1683 0.0889 -0.0907
C -2.685893 1.099591 -2.035185 0.6839 -0.5170 0.2810
C -1.424090 0.965775 -2.658644 -0.5253 0.1580 0.7031
C -1.139923 0.785753 -4.042567 0.4821 -0.0935 -0.3838
C 0.172205 0.409183 -4.147147 -0.5541 0.0993 -0.3015
C 0.728203 0.415745 -2.836093 0.5581 -0.1104 0.6511
C 2.095079 0.250241 -2.458129 -0.4565 0.7092 0.4201
C 2.936956 -0.722877 -3.134525 0.4619 -0.3546 -0.5474
C 2.373136 -1.660748 -4.023981 -0.0003 0.2676 0.2234
C 3.143275 -2.596644 -4.680423 0.1526 -0.1436 -0.1130
C 4.512813 -2.643722 -4.457329 -0.1681 0.1748 0.1778
Cl 5.487494 -3.780336 -5.302347 0.0537 -0.0918 -0.0367
C 5.087225 -1.797851 -3.516716 0.0962 -0.1302 -0.0978
C 4.309864 -0.871650 -2.855256 -0.3193 0.1746 -0.0289
C 2.588015 1.079500 -1.394345 -0.5468 -0.5958 -0.2509
N 1.827356 1.426248 -0.320654 0.8887 0.3089 -0.2204
C 2.545848 2.267820 0.492719 -0.4596 0.0087 0.5195
C 2.168010 2.638938 1.793374 0.1859 -0.1441 -0.4522
C 2.912443 3.765096 2.412275 0.0262 0.0998 0.0440
C 2.649909 5.040956 1.908955 0.0426 -0.0592 0.0905
C 3.295336 6.152308 2.420780 0.0544 0.0587 0.0004
C 4.234749 5.989283 3.429247 -0.1159 -0.1093 -0.0899
Cl 5.066918 7.368108 4.051728 0.0253 0.0356 0.0350
C 4.512727 4.729284 3.934103 0.0796 0.0162 0.0993
C 3.844892 3.622905 3.432419 -0.0062 -0.0894 -0.0265
C 1.126376 1.998752 2.483613 -0.0761 -0.0620 -0.2567
C 0.908577 1.932737 3.891385 -0.0786 0.0341 0.1275
C -0.108416 1.046236 4.108875 0.1350 0.0480 0.0521
C -0.574756 0.610046 2.833940 -0.2317 -0.1207 -0.1418
N 0.197733 1.198158 1.876891 0.2046 0.1055 0.9569
C -1.708111 -0.182210 2.571429 -0.0802 0.0619 -0.3206
C -2.365635 -0.184238 1.325242 0.3909 0.0725 0.2511
C -3.606309 -0.778986 0.964974 -0.0722 0.0316 -0.2244
C -3.924246 -0.341570 -0.295788 -0.1819 -0.1448 0.3446
C -2.856839 0.473758 -0.747675 0.3321 0.5354 -0.1768
N -1.918393 0.530646 0.233161 -0.9283 -0.4540 0.0989
C -2.187289 -1.099501 3.628908 -0.0654 -0.1469 0.0886
C -3.513589 -1.151482 4.057845 0.1232 0.1087 -0.0411
C -3.950486 -2.172917 4.882309 -0.0624 -0.0569 0.0632
C -3.062668 -3.163660 5.279012 0.0427 0.1552 -0.0715
Cl -3.628768 -4.486223 6.231235 0.0014 -0.0247 0.0564
C -1.724454 -3.091728 4.922625 0.0610 -0.0648 0.0715
C -1.289249 -2.052757 4.118648 -0.0999 0.0986 -0.0837
C 3.797300 2.510419 -0.136404 0.1909 -0.1069 -0.4433
C 3.834740 1.756429 -1.281656 0.2935 0.3321 0.3547
N -0.262798 0.752622 -1.963685 -0.0113 -0.1800 -0.9125
H -7.104825 2.481406 -2.456332 -0.0031 -0.0337 -0.0193
H -5.337160 1.259300 -1.304984 -0.0511 0.0806 -0.0330
H -2.471540 2.813481 -4.087281 -0.0614 0.0832 -0.0151
H -4.259107 4.039116 -5.228224 0.0034 -0.0401 -0.0260
H -1.853100 0.855535 -4.846697 0.0229 0.0200 0.0293
H 0.712523 0.220552 -5.059526 -0.0040 -0.0431 0.0374
H 1.304847 -1.666792 -4.182719 0.0508 -0.1135 -0.0211
H 2.688282 -3.305405 -5.358816 -0.0100 0.0218 -0.0095
H 6.143421 -1.878300 -3.299153 -0.0036 -0.0032 -0.0020
H 4.774042 -0.262086 -2.097707 0.0648 -0.0530 -0.0153
H 1.922706 5.163318 1.116100 0.0009 -0.0020 -0.0033
H 3.077689 7.139429 2.037055 0.0275 0.0033 0.0081
H 5.255342 4.615034 4.711818 -0.0143 0.0087 0.0065
H 4.076960 2.640307 3.824771 -0.0189 -0.0104 -0.0078
H 1.479362 2.474604 4.627913 -0.0327 0.0136 -0.0054
H -0.533728 0.745634 5.052681 0.0207 0.0095 0.0004
H -4.182028 -1.451412 1.575218 -0.0181 -0.0286 0.0290
H -4.781074 -0.635978 -0.878114 0.0192 0.0164 0.0309
H -4.198544 -0.369774 3.756250 -0.0619 -0.0522 -0.0481
H -4.979323 -2.214738 5.212700 0.0043 0.0088 -0.0066
H -1.032257 -3.852064 5.258431 -0.0240 0.0124 0.0381
H -0.243593 -1.984365 3.841053 -0.0136 -0.0888 -0.0478
H 4.578784 3.140875 0.255119 -0.0419 0.0603 -0.0239
H 4.621398 1.754450 -2.016381 0.0094 -0.0482 0.0366
C 1.340494 -4.464268 0.328876 -0.1311 0.0365 0.0032
C -0.091544 -4.059694 -0.043752 0.1603 -0.0597 -0.0107
C -1.087315 -4.929055 0.717561 0.0149 0.1137 -0.0819
C -0.298712 -4.218979 -1.551746 -0.0236 -0.0278 0.1831
N -0.410225 -2.660056 0.304844 -0.2110 0.0057 -0.1046
N 0.620672 -1.696508 0.110812 0.1164 -0.2121 0.0979
H 1.458238 -5.541619 0.212509 0.0344 -0.0002 -0.0039
H 1.561685 -4.212983 1.369751 0.0081 -0.0235 0.0099
H 2.078514 -3.981086 -0.314336 0.0261 -0.0050 0.0326
H -1.034637 -5.958179 0.364289 -0.0227 -0.0162 0.0325
H -2.103757 -4.560786 0.563857 -0.0052 -0.0278 0.0018
H -0.867802 -4.921696 1.787741 -0.0266 -0.0046 0.0224
H -0.050349 -5.236025 -1.858611 0.0247 0.0359 -0.0808
H 0.336585 -3.525833 -2.110341 0.0297 -0.0409 -0.0359
H -1.338270 -4.012460 -1.806457 0.0031 -0.0011 -0.0250
H -0.741439 -2.590575 1.257824 0.0695 0.0778 0.0869
H 0.964938 -1.831283 -0.835251 0.0038 0.1377 -0.0301
H 1.415908 -1.851004 0.732466 0.0538 -0.2018 -0.1001
```
Positions in Å, forces in eV/Å.

* net charge: +1
* Kohn-Sham gap (alpha / beta): 5.02 / 4.81 eV
* DFT total energy: -4155.49185 Ha
* HOMO level (alpha / beta): -9.44 / -9.32 eV
* spin multiplicity: 1


Formula: C48H36FN4NiO5S2
Source: OMol25
Level of theory: the ωB97M-V functional and the def2-TZVPD basis

The geometry in XYZ format:
```
97
Properties=species:S:1:pos:R:3:forces:R:3
Ni 0.976293 0.973550 0.386077 -0.5485 -0.5527 0.4490
C -6.308030 0.114232 -0.979865 0.0864 0.0279 0.0140
C -5.755660 -1.014836 -0.118115 0.0730 0.0348 -0.0652
C -6.136692 -2.371992 -0.682343 0.1383 -0.1004 0.0109
C -5.622188 -3.483350 0.218852 0.1029 0.0441 -0.0264
C -4.128485 -3.355522 0.385228 -0.1890 -0.0224 -0.0630
C -3.345388 -4.458365 0.634109 -0.1036 -0.1022 0.0005
C -1.965938 -4.326909 0.759447 -0.0470 -0.0725 0.0068
F -1.240752 -5.429076 1.001942 0.0069 -0.0508 0.0046
C -1.345506 -3.122968 0.633923 0.1685 0.1547 -0.0371
C -2.122527 -1.984240 0.384250 0.0279 0.0775 -0.0290
C -1.447248 -0.688218 0.272140 -0.1404 0.0096 -0.1287
O -0.199084 -0.663351 0.316040 0.4036 -0.1549 0.1107
C -2.299177 0.439573 0.102450 0.1211 0.1259 0.0888
C -3.647093 0.243504 -0.028636 -0.0356 -0.1274 0.0292
N -4.268873 -0.942815 0.012782 -0.0325 0.0040 -0.0082
C -3.511320 -2.094333 0.257966 -0.1287 0.1046 0.0066
C -1.831559 1.887178 0.066466 0.1748 -0.0001 -0.0708
O -2.620630 2.726730 -0.366439 0.2255 -0.1633 0.1195
O -0.649312 2.120137 0.513223 -0.2949 -0.0388 -0.2001
H -7.335767 -0.125930 -1.251213 0.0185 0.0143 0.0294
H -5.727220 0.218919 -1.899795 -0.0656 -0.0177 0.0216
H -6.322667 1.074993 -0.465338 0.0215 -0.0394 -0.0418
H -6.172434 -0.934689 0.888426 -0.0024 0.0046 0.0882
H -5.708549 -2.474704 -1.685388 -0.0630 0.0085 -0.0028
H -7.220552 -2.418627 -0.774243 -0.0183 0.0024 -0.0072
H -5.861662 -4.464843 -0.191397 -0.0009 0.0168 0.0168
H -6.112616 -3.416077 1.194925 0.0092 -0.0174 -0.0007
H -3.796884 -5.440475 0.731164 0.0499 0.0721 -0.0087
H -0.272170 -3.020287 0.722196 -0.0464 -0.0203 0.0006
H -4.250024 1.127272 -0.175725 -0.0431 -0.0255 -0.0387
S -0.910917 0.821254 7.288484 0.1300 0.0056 -0.0135
C -2.605257 0.861214 7.477563 -0.0085 0.0042 0.0901
C -3.244030 0.890167 6.277938 -0.0163 -0.0073 -0.1366
C -2.336143 0.877979 5.183570 -0.2335 0.0250 -0.1766
C -1.025554 0.842205 5.567166 0.1703 -0.0174 0.0795
C 0.170115 0.805363 4.708887 -0.0376 -0.0191 0.2010
C 0.026925 0.920340 3.313405 -0.2856 0.1513 -0.1535
N 1.030954 0.845026 2.477233 0.2487 0.0172 -0.1233
C 2.276593 0.652354 2.954426 -0.0492 -0.0754 -0.0435
C 2.549057 0.604135 4.318642 0.0581 0.0091 0.1522
C 3.918697 0.498169 4.751855 -0.0662 -0.0085 0.0703
C 4.924126 0.427197 3.855537 0.0585 0.0085 -0.0496
C 4.655442 0.414067 2.439704 0.1068 -0.0336 0.1160
C 5.657906 0.338676 1.464566 0.1411 -0.0099 0.0903
C 5.336284 0.318617 0.124323 0.1000 -0.0515 -0.0970
C 3.964676 0.336570 -0.206162 -0.0632 -0.1388 -0.1528
N 3.002341 0.428089 0.687936 0.1029 0.2548 0.2734
C 3.336227 0.493929 1.999588 -0.0851 -0.0055 -0.1521
C 6.376852 0.299816 -0.918136 -0.1756 0.0434 -0.0334
C 7.731497 0.239940 -0.753011 0.2234 -0.0670 0.0796
C 8.452183 0.289373 -1.977168 0.0768 -0.0174 0.1400
C 7.630167 0.390571 -3.055269 -0.0176 0.0112 -0.0669
S 5.988427 0.427394 -2.593617 -0.1341 -0.0060 -0.0368
C 1.455190 0.672304 5.195932 -0.0530 0.0133 0.1091
H -3.038047 0.864903 8.468898 0.0515 -0.0003 -0.1373
H -4.321008 0.918818 6.174968 0.1008 0.0044 -0.0051
H -2.656240 0.896072 4.146355 0.0224 -0.0036 0.1781
H -0.943475 1.112130 2.867829 0.1026 -0.0298 -0.0191
H 4.124581 0.492736 5.817004 -0.0081 -0.0090 -0.0834
H 5.956152 0.373922 4.185508 -0.0790 -0.0177 -0.0242
H 6.694746 0.305258 1.782503 -0.0810 0.0198 -0.0214
H 3.634022 0.264368 -1.237890 -0.0279 0.1161 0.0254
H 8.214973 0.153858 0.213545 -0.0406 0.0214 -0.1282
H 9.532601 0.251949 -2.047406 -0.1389 -0.0002 0.0174
H 7.900678 0.447458 -4.100525 -0.0312 -0.0100 0.1240
H 1.633759 0.614680 6.264938 0.0081 -0.0035 -0.0434
C -1.624236 -3.070372 -3.588664 0.0587 0.0883 0.0023
O -1.280529 -1.693480 -3.469382 -0.2247 -0.2642 0.0776
C -0.079762 -1.296287 -3.964863 0.0307 -0.1290 0.0414
C 0.878384 -2.130466 -4.513773 0.1060 -0.1256 -0.0776
C 2.053905 -1.584318 -5.018568 -0.0331 0.0608 0.0268
C 2.268145 -0.214428 -4.973549 0.0707 -0.0794 -0.0017
C 1.313890 0.614235 -4.405723 -0.0266 0.2268 -0.0742
C 0.146216 0.075033 -3.902735 -0.0015 0.1485 0.0514
N -0.944080 0.851132 -3.434811 0.0867 -0.2797 -0.1307
C -1.007582 2.082046 -2.990859 -0.2603 0.1444 0.1719
C -0.024924 2.873382 -2.389131 0.2456 0.0791 0.0844
C -0.316906 4.256367 -2.245105 -0.1420 -0.0648 -0.1045
C 0.500769 5.092490 -1.553745 0.0359 0.1689 0.0551
C 1.644393 4.559766 -0.933371 0.0407 -0.0593 0.0544
C 1.929939 3.219812 -0.981197 0.0523 0.0328 -0.2387
C 1.086139 2.300113 -1.678729 0.2029 0.2703 -0.5517
O 1.276000 1.023867 -1.609580 -0.1693 0.5809 0.1389
H -2.606264 -3.176393 -3.140754 -0.0664 0.0165 0.0330
H -0.916280 -3.699094 -3.049494 0.0523 -0.0096 0.0505
H -1.663575 -3.375502 -4.635158 0.0108 0.0090 -0.0357
H 0.718335 -3.198934 -4.563702 -0.0030 0.0527 0.0050
H 2.795558 -2.240044 -5.458453 -0.0366 0.0434 0.0273
H 3.170572 0.215641 -5.389933 -0.0346 -0.0380 0.0523
H 1.464187 1.688118 -4.381251 -0.0069 -0.0943 0.0234
H -1.829213 0.374107 -3.550184 -0.0209 0.0587 -0.1629
H -2.006397 2.508567 -3.045745 0.0495 -0.0073 0.0641
H -1.219409 4.642633 -2.707744 0.0495 -0.0480 0.0245
H 0.274895 6.146857 -1.474230 0.0019 -0.0402 0.0190
H 2.309524 5.224553 -0.393140 -0.0032 -0.0421 -0.0277
H 2.843504 2.845239 -0.538637 -0.0028 -0.0694 0.0850
```
Positions in Å, forces in eV/Å.

* net charge: +1
* Kohn-Sham gap (alpha / beta): 7.21 / 7.30 eV
* DFT total energy: -4850.46795 Ha
* HOMO level (alpha / beta): -10.07 / -10.20 eV
* spin multiplicity: 3